No. 1
{"formula": "C5H57NO30", "method": "ωB97M-V/def2-TZVPD", "lumo_energy_ev": -0.23, "homo_energy_ev": -10.03, "multiplicity": 1, "gap_ev": 9.803, "elements": ["O", "C", "N", "C", "O", "C", "O", "C", "C", "O", "H", "H", "H", "H", "H", "O", "H", "H", "O", "H", "H", "O", "H", "H", "O", "H", "H", "O", "H", "H", "O", "H", "H", "O", "H", "H", "O", "H", "H", "O", "H", "H", "O", "H", "H", "O", "H", "H", "O", "H", "H", "O", "H", "H", "O", "H", "H", "O", "H", "H", "O", "H", "H", "O", "H", "H", "O", "H", "H", "O", "H", "H", "O", "H", "H", "O", "H", "H", "O", "H", "H", "O", "H", "H", "O", "H", "H", "O", "H", "H", "O", "H", "H"], "coordinates": [[-2.9544, 1.6313, 4.2635], [-3.0522, 1.6138, 3.1008], [-3.1121, 1.5081, 1.8972], [-2.0397, 2.1219, 1.1410], [-2.4293, 2.5265, -0.1544], [-1.2302, 2.9956, -0.6319], [-1.1142, 4.0901, -1.0893], [-0.2117, 1.8948, -0.3688], [-0.7293, 1.3239, 0.9624], [-0.9448, -0.0597, 0.8813], [-1.7326, 3.0507, 1.6363], [-0.2933, 1.1202, -1.1186], [0.7685, 2.3190, -0.2326], [-0.1180, 1.6078, 1.8047], [-0.9955, -0.3886, 1.7839], [-2.6535, -1.6013, -1.4837], [-2.1378, -1.2666, -0.7361], [-3.3530, -0.9507, -1.5966], [-0.6934, -3.7861, -1.5696], [-1.0295, -4.0780, -0.7151], [-1.3363, -3.1278, -1.8667], [1.9699, 2.3801, 1.6722], [2.8287, 2.0238, 1.4199], [2.0096, 2.3832, 2.6348], [4.2657, 3.4481, 2.9016], [4.7934, 3.7658, 3.6401], [3.5769, 4.1138, 2.8037], [0.9637, -5.3036, -3.5203], [0.7272, -5.0270, -2.6245], [0.1418, -5.6458, -3.8801], [-4.5344, -4.1391, -2.4771], [-4.0423, -4.5978, -3.1673], [-3.8635, -3.5996, -2.0453], [-3.6827, -1.3597, 2.9632], [-4.1367, -1.3329, 3.8116], [-4.3740, -1.5853, 2.3312], [3.9009, -4.4351, -3.5522], [3.6641, -4.1650, -2.6545], [3.0773, -4.7790, -3.9168], [2.1130, 4.2909, -1.5159], [2.2162, 4.9943, -0.8690], [1.3875, 4.5820, -2.0776], [-6.1259, 1.3200, 4.7977], [-6.4913, 2.1189, 4.4007], [-5.1973, 1.3306, 4.5472], [-8.0521, 2.2322, 2.5737], [-8.6318, 2.5588, 1.8768], [-8.4770, 1.4287, 2.8930], [6.5045, -2.4453, -4.3619], [5.7829, -2.2613, -4.9771], [6.1362, -3.1257, -3.7896], [1.9236, -2.2408, -2.9360], [2.8473, -2.1250, -3.1852], [1.6061, -2.9253, -3.5356], [-1.3200, -3.2617, 2.7299], [-0.9379, -3.0681, 3.5923], [-2.0339, -2.6170, 2.6449], [-6.4005, 1.9396, 0.0558], [-6.8420, 2.0056, 0.9153], [-7.0856, 1.6544, -0.5550], [-2.4694, -4.1232, -4.7274], [-2.9004, -3.3734, -5.1494], [-1.6397, -4.2224, -5.2035], [1.8477, -5.0575, -0.4955], [1.5184, -5.3518, 0.3580], [1.2003, -4.4108, -0.7992], [4.3436, -1.1536, -5.9323], [4.3963, -0.4397, -5.2813], [3.6673, -0.8606, -6.5473], [-1.3864, -2.1804, 5.7347], [-1.7871, -2.6749, 6.4558], [-2.0022, -1.4623, 5.5584], [5.3205, -3.9487, -1.2702], [6.0493, -3.9393, -0.6444], [5.5803, -4.5862, -1.9457], [5.0911, 1.7632, -4.9891], [4.6449, 2.4998, -5.4203], [5.9321, 1.6843, -5.4497], [-4.3633, 4.7714, -0.5395], [-3.4416, 4.8211, -0.8183], [-4.7476, 4.0984, -1.1072], [4.6527, 3.9480, 5.9590], [4.2812, 3.8122, 6.8360], [5.2148, 3.1762, 5.8326], [4.5846, 4.4453, -4.4175], [4.0305, 5.2231, -4.3084], [5.1474, 4.4268, -3.6385], [1.6938, 4.8303, 5.1356], [1.1985, 5.6461, 5.2528], [2.2875, 4.7868, 5.8888], [1.0077, -0.7721, 3.1600], [0.6511, -0.9234, 4.0421], [1.5805, -1.5281, 2.9986]], "atomic_forces_ev_per_a": [[-0.52, 0.01, 0.20], [0.41, -0.55, -0.31], [0.37, 0.30, -0.17], [0.22, 0.57, 0.26], [-0.72, 0.28, -0.04], [0.25, -0.85, -0.57], [-0.05, 0.03, -0.37], [-0.34, 0.70, 1.19], [-0.88, 0.03, -0.24], [-0.09, -0.11, -0.22], [-0.18, 0.05, 0.30], [0.19, -0.05, -0.35], [0.37, -0.12, -0.43], [0.56, -0.36, 0.05], [0.22, -0.36, 0.02], [0.02, -0.06, 0.18], [0.13, 0.11, 0.08], [-0.05, -0.01, -0.09], [-0.02, -0.26, 0.22], [-0.09, 0.02, 0.01], [0.10, 0.12, -0.11], [0.07, 0.09, 0.15], [0.05, 0.08, -0.03], [0.08, -0.02, 0.02], [0.16, 0.01, -0.02], [-0.10, 0.07, 0.05], [-0.07, -0.03, 0.01], [0.11, 0.13, -0.17], [-0.07, -0.03, -0.07], [-0.04, -0.05, 0.01], [0.00, -0.03, 0.01], [0.05, 0.02, -0.03], [0.02, 0.12, 0.04], [0.01, -0.02, 0.13], [-0.05, -0.08, 0.01], [0.04, 0.08, -0.10], [0.09, 0.12, 0.02], [-0.04, -0.08, 0.02], [-0.04, -0.18, 0.05], [0.17, 0.06, -0.12], [-0.06, -0.02, 0.08], [-0.14, -0.07, 0.09], [-0.04, -0.06, -0.04], [-0.04, -0.03, -0.07], [0.04, 0.09, 0.12], [-0.01, -0.04, -0.18], [-0.11, 0.15, 0.15], [0.08, -0.04, 0.05], [0.00, -0.02, 0.00], [0.01, 0.00, -0.10], [-0.09, 0.03, 0.03], [-0.07, 0.08, 0.02], [0.01, -0.02, -0.06], [-0.03, -0.05, 0.03], [0.10, 0.04, -0.16], [-0.10, -0.04, 0.10], [-0.13, -0.05, 0.11], [-0.09, 0.00, -0.02], [0.19, -0.05, 0.01], [0.00, -0.04, -0.03], [-0.02, -0.01, -0.05], [-0.05, 0.03, 0.05], [0.05, 0.00, 0.03], [-0.05, -0.08, -0.08], [0.01, -0.01, 0.03], [0.04, 0.35, 0.10], [-0.03, 0.04, 0.21], [0.10, 0.17, -0.09], [-0.02, -0.05, -0.06], [0.04, 0.09, -0.11], [0.05, -0.07, 0.01], [0.01, 0.06, 0.00], [0.19, -0.04, -0.04], [-0.01, 0.06, 0.04], [-0.09, -0.06, 0.01], [0.03, -0.37, -0.16], [0.00, 0.20, 0.26], [0.02, -0.08, 0.01], [-0.01, 0.33, -0.09], [0.04, -0.08, 0.05], [-0.05, -0.17, 0.14], [0.05, -0.06, 0.12], [0.05, 0.03, 0.07], [0.00, -0.04, -0.01], [-0.05, 0.26, -0.21], [-0.02, -0.01, 0.05], [-0.05, -0.17, 0.06], [-0.13, 0.00, -0.12], [-0.03, 0.00, 0.00], [0.16, -0.01, -0.07], [-0.17, 0.15, 0.23], [0.06, -0.04, 0.05], [-0.04, -0.03, -0.16]], "mulliken_charge": [-0.525, 0.796, -0.433, -0.386, -0.375, 0.522, -0.584, -0.621, 0.643, -0.201, 0.623, 0.317, 0.272, -0.046, 0.078, -0.670, 0.333, 0.284, -0.472, 0.264, 0.229, -0.582, 0.283, 0.255, -0.569, 0.271, 0.316, -0.587, 0.302, 0.256, -0.650, 0.315, 0.332, -0.555, 0.271, 0.270, -0.594, 0.440, 0.222, -0.604, 0.308, 0.282, -0.660, 0.318, 0.300, -0.674, 0.311, 0.334, -0.657, 0.355, 0.345, -0.588, 0.285, 0.295, -0.603, 0.300, 0.288, -0.574, 0.352, 0.278, -0.582, 0.309, 0.285, -0.607, 0.288, 0.357, -0.658, 0.350, 0.273, -0.587, 0.296, 0.296, -0.637, 0.284, 0.287, -0.655, 0.319, 0.314, -0.622, 0.289, 0.311, -0.611, 0.304, 0.315, -0.570, 0.284, 0.304, -0.587, 0.310, 0.285, -0.554, 0.285, 0.289]}

---

No. 2
{"formula": "FH3N2O2S", "method": "ωB97M-V/def2-TZVPD", "lumo_energy_ev": [-0.77, -2.90], "homo_energy_ev": [-8.11, -11.80], "multiplicity": 3, "s2": 2.013, "gap_ev": [7.338, 8.909], "e_above_lowest_kcal_mol": 2.3, "elements": ["N", "N", "O", "O", "F", "S", "H", "H", "H"], "coordinates": [[-1.8001, -0.4901, 0.4218], [-0.7610, -0.7877, -0.0979], [1.2745, -0.2713, 2.0655], [1.0143, 1.2286, 0.1201], [0.5588, 0.4779, -2.0901], [1.3195, -0.1459, 0.6010], [-1.7343, -0.2823, 1.4746], [0.7831, 1.0435, -1.4062], [-0.6548, -0.7726, -1.0888]], "atomic_forces_ev_per_a": [[-2.72, 1.69, 4.64], [2.71, -2.40, -1.66], [0.01, -0.05, -2.31], [1.03, -1.16, 1.19], [-0.54, -1.26, -2.49], [-0.62, 2.01, 2.08], [-0.75, -0.22, -1.73], [0.38, 1.09, 1.36], [0.49, 0.29, -1.08]], "nbo_charge": [-0.270, -0.409, -0.837, -0.901, -0.602, 1.660, 0.381, 0.561, 0.417]}

---

No. 3
{"formula": "C3H3NO2", "method": "ωB97M-V/def2-TZVPD", "lumo_energy_ev": 0.12, "homo_energy_ev": -9.26, "multiplicity": 1, "gap_ev": 9.381, "smiles": "O=C1C=CN1O", "e_above_lowest_kcal_mol": 112.5, "elements": ["C", "C", "C", "N", "O", "O", "H", "H", "H"], "coordinates": [[-0.7527, -1.0582, 0.1163], [-1.0278, 0.2087, 0.1385], [0.6961, -0.9116, -0.0622], [0.5170, 0.5050, 0.3458], [1.6037, -1.6629, -0.4130], [1.1435, 1.5924, -0.3385], [-1.3761, -2.0134, 0.1000], [-1.7510, 0.9429, 0.0267], [0.9474, 2.3972, 0.0864]], "atomic_forces_ev_per_a": [[-2.67, -4.51, -0.69], [4.17, 0.55, 0.01], [2.20, -1.06, -0.29], [-0.85, 1.23, 0.20], [-2.34, 2.83, 0.93], [0.34, -2.77, -1.98], [0.96, 1.62, 0.10], [-1.30, 0.96, 0.17], [-0.52, 1.14, 1.56]], "nbo_charge": [-0.332, 0.036, 0.655, -0.216, -0.503, -0.570, 0.237, 0.223, 0.471]}

---

Values of DFT total energy, in order: -69025.7064, -20672.2789, -8740.2544, all in eV.
Values of F_max, in order: 1.42, 5.64, 5.29, all in eV Å⁻¹.